No. 1
A cluster of 2 separate species, C10H19N3OS in total at a distorted geometry, computed with wB97M-V/def2-TZVPD.

Each line ends with the natural charge from an NBO analysis.
Positions of all 34 atoms, in Å:
C  1.96517  1.42930  -0.49028  0.756
C  -0.80309  -0.29018  0.36904  0.007
C  3.34261  1.07604  -0.90241  -0.522
C  3.55633  -0.37693  -1.33903  -0.401
C  2.54497  -1.32369  -0.68552  -0.450
C  1.14748  -0.83445  -1.01078  0.083
C  0.78693  -0.87472  -2.48362  -0.658
C  -3.07274  -1.34224  1.81505  -0.461
C  -3.50558  0.62444  0.46372  -0.458
C  -2.27933  0.82981  2.55371  -0.452
N  0.99580  0.54010  -0.48012  -0.267
N  -0.21490  0.79870  0.13283  -0.267
N  -2.67292  -0.00858  1.45417  -0.098
O  1.76841  2.63220  -0.07194  -0.547
S  -0.20595  -1.79848  -0.06426  0.617
H  3.67325  1.77328  -1.67952  0.304
H  3.97288  1.32315  -0.03792  0.299
H  3.49554  -0.46045  -2.42281  0.235
H  4.55945  -0.69064  -1.05492  0.271
H  2.68763  -2.33555  -1.06313  0.266
H  2.69621  -1.34058  0.39627  0.235
H  1.35577  -0.12744  -3.03679  0.244
H  -0.27047  -0.66997  -2.64419  0.243
H  1.01637  -1.85436  -2.89876  0.265
H  -4.00860  -1.29652  2.38556  0.264
H  -3.25866  -1.95630  0.93409  0.238
H  -2.32997  -1.82457  2.44806  0.240
H  -4.50398  0.80250  0.88196  0.265
H  -3.09613  1.58748  0.16034  0.241
H  -3.62858  -0.01037  -0.41204  0.241
H  -1.55562  0.32599  3.19249  0.239
H  -1.86380  1.77168  2.19938  0.233
H  -3.15582  1.06405  3.16825  0.256
H  0.86134  2.83731  0.22311  0.539

## Properties
Kohn-Sham gap (alpha / beta) = 0.3024 / 0.1880 Eh
total charge = +2
electronic energy = -1029.3558 hartree
HOMO energy (alpha / beta) = -0.566 / -0.613 Ha
spin multiplicity = 3

***

No. 2
A structure of composition C34H75BNNaO16 at a distorted geometry, computed with wB97M-V/def2-TZVPD.

Each line ends with the Mulliken charge.
Positions of all 128 atoms, in Å:
Na  -5.32540  1.44358  -3.78203  0.875
O  -5.91483  -1.94470  0.03042  -0.698
C  -4.99646  -1.26280  -0.41573  0.452
O  -3.97248  -0.80259  0.28675  -0.690
B  -3.19679  0.12370  -0.56683  1.818
O  -3.84710  0.13512  -1.89946  0.016
C  -4.84910  -0.70472  -1.81281  0.840
O  -5.63453  -0.89356  -2.72560  -0.755
O  -1.81314  -0.22215  -0.76766  -0.902
C  -1.08307  0.59566  -0.16928  0.358
O  0.13293  0.55091  0.13285  -0.585
C  -1.94841  1.75059  0.35566  0.374
O  -3.20018  1.47966  0.07011  -0.682
O  -1.47064  2.72842  1.00203  -0.574
C  -5.46720  -5.00941  0.01340  -1.318
C  -5.22261  -5.06972  1.56152  0.569
C  -3.91680  -5.79931  1.97410  -1.033
O  -5.32497  -3.71921  2.07888  -0.581
H  -5.34221  -5.98548  -0.45539  0.430
H  -4.62887  -4.39564  -0.31614  0.272
H  -6.46159  -4.67258  -0.27958  0.340
H  -6.15580  -5.53538  1.87842  0.215
H  -3.71097  -6.63890  1.31014  0.368
H  -4.00878  -6.08903  3.02085  0.332
H  -2.96486  -5.27041  1.92758  0.051
H  -5.35546  -3.22734  1.25503  0.288
C  2.60189  6.06763  2.16367  -0.987
C  1.25239  6.06215  1.39465  0.685
C  1.21910  4.93829  0.36029  -0.879
O  0.06738  6.02967  2.23505  -0.595
H  2.68016  5.05456  2.55821  -0.007
H  2.66446  6.70268  3.04735  0.362
H  3.44436  6.33326  1.52509  0.335
H  1.20207  7.00655  0.85275  0.173
H  0.21363  4.61029  0.09658  0.029
H  1.84527  4.06846  0.55881  0.121
H  1.65186  5.47492  -0.48401  0.482
H  -0.40279  5.21004  2.06546  0.311
C  -0.28338  2.68819  4.35528  -0.857
C  -0.25275  1.96089  5.67342  0.792
C  0.72297  2.62767  6.67809  -1.636
O  -1.50626  2.07954  6.28552  -0.586
H  -0.39130  3.73110  4.65323  0.512
H  -1.10316  2.36411  3.71416  0.171
H  0.69115  2.53331  3.89224  -0.031
H  0.03773  0.91065  5.64704  0.036
H  0.92726  1.97734  7.52864  0.446
H  0.33148  3.44190  7.28790  0.435
H  1.60092  3.00814  6.15603  0.326
H  -1.26684  1.79952  7.17201  0.361
C  -4.54459  5.32029  -1.60396  -1.555
C  -4.00357  4.36229  -2.52633  0.546
C  -2.51405  4.21591  -2.33380  -1.261
O  -4.43922  3.09033  -2.14275  -0.339
H  -3.82449  5.73226  -0.89697  0.355
H  -5.36102  5.02080  -0.94678  0.438
H  -5.13291  6.06360  -2.14200  0.367
H  -4.13113  4.52333  -3.59680  0.487
H  -2.21343  4.11823  -1.29063  0.092
H  -2.08028  5.07191  -2.85073  0.497
H  -2.06045  3.34615  -2.80903  0.313
H  -4.43520  3.23541  -1.19378  0.168
C  3.94433  -0.71147  3.14817  -1.491
C  3.17881  0.56546  3.37256  0.739
C  3.73575  1.73632  2.59322  -1.139
O  1.84826  0.53603  2.85341  0.424
H  4.21349  -0.98555  2.12811  0.021
H  3.36602  -1.56880  3.49261  0.353
H  4.79524  -0.79591  3.82415  0.481
H  3.15377  0.78001  4.44094  0.381
H  3.01841  2.55643  2.62401  0.054
H  3.98944  1.59443  1.54269  0.135
H  4.70254  2.10239  2.93877  0.505
H  1.84993  0.37201  1.90752  -0.333
C  -3.56615  -1.40634  -6.97808  -1.530
C  -3.57664  -1.04708  -5.50590  0.669
C  -2.65349  -1.88136  -4.66713  -1.218
O  -3.36435  0.31918  -5.27048  -0.512
H  -2.55559  -1.15316  -7.29865  0.379
H  -4.18610  -0.90038  -7.71820  0.345
H  -3.65823  -2.48387  -7.11429  0.363
H  -4.60061  -1.22859  -5.17934  0.228
H  -1.64775  -1.56535  -4.94412  0.436
H  -2.75261  -2.95496  -4.82735  0.359
H  -2.71369  -1.65602  -3.60238  0.106
H  -2.43921  0.38048  -5.51943  0.383
C  -1.03389  -3.44357  3.71891  -1.844
C  0.01034  -2.51238  3.35397  0.951
C  -0.23455  -2.00583  1.95539  -0.075
O  -0.12793  -1.35918  4.12366  -0.529
H  -0.83625  -3.86583  4.70417  0.448
H  -1.14370  -4.31530  3.07382  0.346
H  -1.97974  -2.90187  3.71197  0.403
H  0.97946  -3.01016  3.38743  0.160
H  -1.23621  -1.61808  1.76986  0.214
H  -0.12357  -2.79910  1.21612  0.499
H  0.34481  -1.18190  1.53874  -0.796
H  0.44503  -0.65863  3.80344  0.140
C  1.82063  -2.46437  -1.49796  -2.003
C  3.43358  -2.55364  -1.77335  1.759
C  3.70138  -3.18132  -3.25494  -1.244
C  5.09214  -3.01263  -3.87817  -0.723
C  5.42610  -1.49469  -3.83694  -1.131
C  5.22168  -0.85391  -2.52184  1.378
N  3.92119  -1.16895  -1.86764  0.119
O  3.63430  -0.49038  -0.64756  0.042
C  6.40524  -1.13979  -1.56826  -1.663
C  5.23052  0.68797  -2.77645  -1.923
C  4.23490  -3.38407  -0.66059  -1.535
H  1.38300  -1.65468  -2.08190  0.363
H  1.69813  -2.09734  -0.47894  0.263
H  1.42681  -3.45064  -1.74345  0.557
H  3.40749  -4.22116  -3.39799  0.407
H  3.04451  -2.63645  -3.93297  0.411
H  4.96845  -3.44125  -4.87271  0.407
H  5.88290  -3.51929  -3.32493  0.312
H  4.98332  -0.96037  -4.67751  0.422
H  6.51025  -1.43409  -3.93207  0.395
H  6.37934  -0.62197  -0.60946  0.153
H  6.63877  -2.18816  -1.38253  0.336
H  7.22333  -0.68017  -2.12287  0.586
H  5.06119  1.28996  -1.88367  0.304
H  6.07118  1.14064  -3.30227  0.400
H  4.42656  1.03044  -3.42794  0.465
H  4.54885  -2.75181  0.16995  0.227
H  5.11210  -3.85176  -1.10766  0.316
H  3.63035  -4.12560  -0.13832  0.434
H  2.80847  -0.04869  -0.85854  0.223

## Properties
Kohn-Sham gap = 0.2500 Eh
total charge = 0
electronic energy = -2786.2791 hartree
HOMO energy = -0.295 Ha